Entry 1:
Molecular formula: C30H54CuN7OP2
Method: DFT, ωB97M-V with the def2-TZVPD basis set

Summary:
LUMO energy (alpha / beta) = -2.3753 / -3.4284 eV
energy relative to the best compared isomer or geometry (same formula, charge and spin) = 4.9 kcal per mole
2S+1 = 2
net charge = +1
HOMO (alpha / beta) = -9.038 / -10.054 eV
expectation value of S² = 0.770

Atoms and positions in Å:
C -1.342 -2.210 -1.577
C 0.852 -1.428 -1.703
C -0.977 -3.386 -2.232
C 1.301 -2.683 -2.153
C 0.372 -3.665 -2.443
H -1.749 -4.099 -2.507
H 2.366 -2.810 -2.320
H 0.690 -4.616 -2.864
N -0.408 -1.331 -1.167
P -3.027 -0.789 0.172
P 3.220 0.657 -0.454
C -2.809 -1.889 -1.304
H -3.270 -1.409 -2.186
H -3.334 -2.843 -1.174
C -1.065 0.573 2.132
O -1.144 1.500 2.832
C 1.665 -0.275 -2.015
H 2.544 -0.525 -2.628
C 4.650 1.556 -1.362
C 3.382 0.733 1.404
C -4.332 0.517 -0.244
C -3.524 -2.058 1.467
C 4.312 3.054 -1.440
H 4.163 3.487 -0.444
H 5.142 3.580 -1.936
H 3.404 3.244 -2.025
C 5.994 1.351 -0.658
H 6.045 1.824 0.328
H 6.252 0.289 -0.565
H 6.776 1.823 -1.271
C 4.752 0.990 -2.791
H 5.532 1.552 -3.333
H 5.014 -0.087 -2.792
H 3.804 1.136 -3.333
C 3.715 2.168 1.797
H 2.954 2.856 1.408
H 3.697 2.236 2.893
H 4.703 2.503 1.473
C 2.036 0.385 2.058
H 1.262 1.125 1.823
H 1.653 -0.604 1.777
H 2.164 0.380 3.153
C 4.426 -0.308 1.855
H 5.447 -0.066 1.541
H 4.419 -0.370 2.952
H 4.179 -1.305 1.461
C -3.691 -1.313 2.802
H -3.964 -2.043 3.581
H -2.745 -0.840 3.101
H -4.479 -0.547 2.763
C -2.350 -3.054 1.604
H -2.171 -3.608 0.670
H -1.423 -2.549 1.909
H -2.594 -3.786 2.393
C -4.800 -2.845 1.116
H -4.833 -3.742 1.755
H -5.716 -2.277 1.318
H -4.819 -3.187 0.073
C -4.298 0.865 -1.746
H -4.621 0.024 -2.376
H -5.003 1.693 -1.930
H -3.305 1.207 -2.074
C -3.997 1.798 0.551
H -3.022 2.213 0.259
H -4.762 2.558 0.329
H -3.994 1.627 1.635
C -5.749 0.056 0.117
H -6.039 -0.860 -0.412
H -5.892 -0.082 1.196
H -6.449 0.847 -0.195
Cu -0.892 -0.137 0.402
N 1.962 1.683 -0.854
C 1.346 1.067 -1.860
C 0.491 1.839 -2.893
C 1.252 1.890 -4.217
C -0.785 1.045 -3.148
C 0.171 3.256 -2.412
H 2.217 2.404 -4.145
H 1.442 0.892 -4.631
H 0.661 2.439 -4.958
H -1.321 0.886 -2.205
H -1.462 1.598 -3.819
H -0.568 0.072 -3.615
H -0.453 3.740 -3.177
H -0.400 3.248 -1.475
H 1.080 3.857 -2.279
N -0.589 -0.429 6.356
N -0.239 -1.177 5.249
N 0.855 -1.959 5.263
C 0.926 -2.308 3.964
N 0.008 -1.691 3.204
N -0.758 -0.974 4.047
H -1.578 -0.254 6.367
H -0.225 -0.895 7.193
H 1.666 -3.011 3.601


Entry 2:
Molecular formula: C30H54O30
Method: DFT, ωB97M-V with the def2-TZVPD basis set

Summary:
LUMO energy = 0.4182 eV
energy relative to the best compared isomer or geometry (same formula, charge and spin) = 93.1 kcal per mole
net charge = 0
HOMO = -10.451 eV
SMILES = COC(=O)OC.COC(=O)OC.COC(=O)OC.COC(=O)OC.COC(=O)OC.COC(=O)OC.COC(=O)OC.O=C1OCCO1.O=C1OCCO1.O=C1OCCO1

Atoms and positions in Å:
C 3.963 2.481 -3.479
O 3.947 3.306 -2.344
C 2.753 3.832 -1.872
O 1.655 3.582 -2.303
O 3.077 4.649 -0.869
C 2.083 5.416 -0.311
H 3.740 1.460 -3.168
H 4.919 2.390 -3.995
H 3.132 2.663 -4.161
H 1.597 4.960 0.550
H 1.262 5.707 -0.967
H 2.464 6.330 0.145
C 1.493 2.707 10.012
O 1.648 2.776 8.559
C 1.702 1.678 7.864
O 1.581 0.545 8.341
O 1.869 2.051 6.596
C 1.763 0.983 5.585
H 2.325 2.388 10.639
H 0.642 2.119 10.354
H 1.046 3.661 10.291
H 0.899 0.327 5.694
H 2.634 0.333 5.496
H 1.670 1.334 4.558
C -5.960 -1.788 -4.301
O -4.791 -1.230 -3.568
C -4.967 -0.077 -2.864
O -5.931 0.685 -2.980
O -4.012 0.071 -2.001
C -4.100 0.900 -0.873
H -5.632 -2.108 -5.290
H -6.710 -1.012 -4.452
H -6.331 -2.629 -3.714
H -4.578 0.405 -0.028
H -4.762 1.751 -1.031
H -3.114 1.172 -0.496
C 0.099 1.891 -0.274
O 0.175 0.468 -0.143
C 0.421 -0.050 1.150
O 0.539 0.625 2.166
O 0.766 -1.306 1.054
C 1.152 -2.001 2.284
H 1.019 2.339 0.102
H -0.795 2.254 0.234
H -0.018 2.150 -1.326
H 1.318 -3.042 2.007
H 0.643 -1.818 3.231
H 2.164 -1.658 2.499
C 4.246 -0.431 -0.036
O 3.582 -1.591 -0.279
C 4.140 -2.830 -0.162
O 5.324 -3.116 -0.038
O 3.107 -3.616 -0.172
C 3.194 -5.013 -0.342
H 4.067 -0.144 1.000
H 3.850 0.330 -0.709
H 5.325 -0.587 -0.061
H 3.256 -5.403 -1.358
H 2.340 -5.488 0.140
H 4.036 -5.445 0.199
C -1.041 8.692 -3.423
O -1.118 8.076 -2.179
C -1.314 6.739 -2.149
O -1.491 5.977 -3.121
O -1.425 6.425 -0.874
C -1.722 5.095 -0.480
H -0.613 8.174 -4.281
H -0.373 9.553 -3.471
H -1.955 9.078 -3.875
H -2.766 4.896 -0.723
H -1.483 5.061 0.583
H -1.233 4.343 -1.099
C -2.681 -2.018 2.167
O -2.426 -2.741 1.015
C -3.361 -2.821 0.018
O -4.384 -2.151 -0.066
O -3.001 -3.811 -0.725
C -3.771 -4.077 -1.853
H -3.263 -1.143 1.876
H -1.755 -1.588 2.549
H -3.273 -2.591 2.881
H -3.385 -5.038 -2.193
H -3.527 -3.358 -2.636
H -4.833 -4.168 -1.626
O 0.248 -5.786 -3.417
C 0.113 -4.585 -3.160
O 0.947 -3.912 -2.317
C 0.347 -2.697 -2.013
C -0.665 -2.482 -3.179
O -0.878 -3.812 -3.613
H -0.206 -2.699 -1.074
H 1.014 -1.835 -1.999
H -0.290 -1.926 -4.039
H -1.590 -1.948 -2.965
O 0.999 0.882 -4.296
C -0.076 1.500 -4.272
O -1.192 1.123 -3.594
C -2.225 2.055 -3.702
C -1.695 2.957 -4.805
O -0.376 2.700 -4.887
H -3.099 1.450 -3.942
H -2.403 2.700 -2.842
H -2.037 3.978 -4.634
H -2.137 2.663 -5.757
O 2.097 -3.956 4.378
C 2.293 -5.166 4.335
O 1.866 -6.045 3.334
C 2.145 -7.402 3.677
C 2.917 -7.264 4.967
O 2.747 -5.901 5.372
H 1.222 -7.949 3.868
H 2.721 -7.977 2.951
H 3.953 -7.592 4.878
H 2.506 -8.013 5.644


Entry 3:
Molecular formula: C30H55BGaN6O3PSe2Te2
Method: DFT, ωB97M-V with the def2-TZVPD basis set

Summary:
LUMO energy = -0.1136 eV
energy relative to the best compared isomer or geometry (same formula, charge and spin) = 0.0 kcal per mole
net charge = 0
HOMO = -6.052 eV

Atoms and positions in Å:
Ga -1.154 -1.519 0.220
C -5.461 0.115 2.082
C -4.135 -0.595 2.358
C -4.103 -1.156 3.782
C -2.982 0.337 2.146
C -2.823 1.611 2.700
C -1.632 2.103 2.203
C -0.993 3.426 2.513
C -1.990 4.569 2.315
C -0.450 3.423 3.945
N -1.109 1.161 1.392
N -1.925 0.065 1.380
B 0.090 1.216 0.425
N 1.099 0.104 0.784
N 0.631 -1.150 1.073
C 1.640 -1.847 1.620
C 2.767 -1.028 1.667
C 2.385 0.194 1.136
C 3.209 1.438 0.990
C 3.358 2.133 2.346
C 4.575 1.109 0.388
C 1.504 -3.207 2.232
C 1.066 -3.050 3.694
C 2.807 -3.995 2.133
N -0.459 0.975 -1.007
N -1.215 -0.133 -1.264
C -1.766 0.016 -2.473
C -1.408 1.264 -2.975
C -0.566 1.833 -2.033
C 0.054 3.202 -2.068
C 0.687 3.504 -3.427
C -1.014 4.245 -1.724
C -2.683 -0.998 -3.093
C -3.526 -0.376 -4.204
C -1.893 -2.189 -3.634
H -6.281 -0.599 2.167
H -5.483 0.545 1.079
H -5.638 0.918 2.801
H -4.047 -1.424 1.656
H -4.110 -0.343 4.512
H -3.212 -1.762 3.948
H -4.972 -1.791 3.954
H -3.502 2.112 3.369
H -0.154 3.574 1.833
H -2.824 4.480 3.013
H -2.401 4.572 1.306
H -1.505 5.531 2.493
H -1.261 3.286 4.662
H 0.046 4.369 4.168
H 0.266 2.613 4.093
H 0.620 2.275 0.491
H 3.735 -1.289 2.059
H 2.682 2.117 0.318
H 3.830 1.465 3.068
H 2.387 2.429 2.747
H 3.978 3.026 2.251
H 5.171 0.520 1.089
H 5.124 2.026 0.175
H 4.480 0.537 -0.537
H 0.740 -3.765 1.695
H 1.866 -2.589 4.280
H 0.839 -4.027 4.123
H 0.173 -2.431 3.780
H 3.591 -3.545 2.747
H 3.159 -4.054 1.102
H 2.648 -5.012 2.494
H -1.706 1.688 -3.917
H 0.829 3.246 -1.303
H -0.025 3.338 -4.236
H 1.562 2.882 -3.616
H 0.999 4.548 -3.468
H -1.804 4.248 -2.477
H -0.575 5.242 -1.684
H -1.473 4.030 -0.759
H -3.364 -1.338 -2.304
H -2.893 -0.016 -5.017
H -4.136 0.454 -3.844
H -4.191 -1.134 -4.618
H -1.200 -1.862 -4.414
H -2.563 -2.937 -4.057
H -1.310 -2.683 -2.859
Se -2.131 -3.371 1.605
Te -4.302 -4.407 1.170
Te -2.246 -5.249 -1.811
Se -0.668 -3.884 -0.502
C 2.984 -3.379 -4.879
O 2.852 -2.308 -3.941
P 1.812 -2.578 -2.696
O 2.743 -3.332 -1.602
C 4.014 -2.820 -1.204
O 1.852 -1.056 -2.094
C 2.463 0.062 -2.728
H 3.775 -3.102 -5.571
H 2.054 -3.528 -5.430
H 3.255 -4.312 -4.382
H 4.598 -3.657 -0.826
H 3.885 -2.080 -0.412
H 4.539 -2.366 -2.047
H 1.950 0.318 -3.657
H 3.515 -0.121 -2.945
H 2.374 0.893 -2.032